Density functional theory data (ωB97M-V/def2-TZVPD) for C33H25CuO4P2S2 as an isolated structure.

Summary:
HOMO energy: -1.38 eV
LUMO energy: 0.1629 Ha
HOMO-LUMO gap: 5.8 eV
relative energy (zero: lowest compared OMol25 entry of this formula, charge and spin): 0.0 kJ/mol

The geometry in ORCA input format:
```
! wB97M-V def2-TZVPD RIJCOSX def2/J DEFGRID3
* xyz -2 1
Cu 0.199 -0.418 -0.322
S -2.896 0.998 -0.568
S 3.102 1.819 -1.768
P 1.728 2.200 -0.364
P -1.287 2.121 -0.966
O -2.474 0.563 3.575
O 0.186 -2.282 -0.026
O -1.515 -0.012 5.582
O 0.336 -4.164 1.172
C -2.293 6.312 0.773
C -0.187 2.147 -3.556
C -1.594 -0.487 3.374
C 2.206 0.906 3.519
C 3.568 1.051 3.739
C -0.168 -1.901 4.696
C -2.130 3.919 0.973
C -2.431 5.151 1.529
C -0.202 2.353 -4.933
C 1.668 4.038 -0.169
C 1.599 6.821 0.102
C 1.657 1.249 2.288
C 0.171 1.513 -0.375
C -2.175 1.035 4.871
C 1.957 6.245 -1.109
C 0.066 -2.966 1.043
C -2.475 3.118 -4.794
C 0.128 -2.587 3.514
C 1.995 4.863 -1.241
C 1.262 6.005 1.175
C -1.310 2.428 -2.792
C 2.466 1.727 1.262
C -1.526 4.985 -1.083
C 1.293 4.626 1.037
C 3.833 1.863 1.489
C -1.302 -1.135 2.201
C -2.460 2.904 -3.427
C -1.034 -0.843 4.584
C -1.839 6.224 -0.532
C 4.382 1.534 2.720
C -1.677 3.819 -0.344
C -0.401 -2.209 2.286
C -1.340 2.843 -5.554
H -1.160 4.937 -2.101
H -1.707 7.122 -1.125
H -2.260 3.006 1.545
H 1.569 0.501 4.298
H -1.750 -0.823 1.263
H 0.707 1.776 -3.065
H 1.569 7.900 0.207
H -3.101 1.288 5.387
H -1.506 1.903 4.801
H 5.449 1.640 2.881
H 0.265 -2.180 5.648
H 0.597 1.133 2.092
H 1.024 3.996 1.878
H 0.802 -3.433 3.527
H 4.461 2.207 0.676
H -2.783 5.208 2.554
H -3.346 3.089 -2.830
H -3.372 3.492 -5.277
H 3.997 0.774 4.696
H 0.962 6.445 2.120
H 0.685 2.132 -5.517
H -2.531 7.278 1.206
H -1.351 3.006 -6.626
H 2.309 4.402 -2.170
H 2.213 6.873 -1.955
*
```

Here are the Mulliken charges for atoms 1 to 2, given in e: -1.2597, -0.5620

=====

Density functional theory data (ωB97M-V/def2-TZVPD) for C33H26BClIN9OPS2V as an isolated structure in a non-equilibrium geometry.

Summary:
⟨S²⟩: 3.77
HOMO energy (spin up / spin down): -10.56 / -10.59 eV
LUMO energy (spin up / spin down): -0.1143 / -0.1972 Ha
HOMO-LUMO gap (spin up / spin down): 7.4 / 5.2 eV

The geometry in ORCA input format:
```
! wB97M-V def2-TZVPD RIJCOSX def2/J DEFGRID3
* xyz 1 4
I 3.504 -0.059 3.433
V 0.002 0.207 0.134
Cl 6.818 0.004 -1.258
S -0.944 -1.818 -1.952
S 0.752 -4.522 -2.387
P -0.938 -3.585 -2.900
O 1.468 0.104 1.067
N -4.424 0.414 0.462
N -0.874 1.342 1.442
N -1.090 1.185 -1.102
N -2.382 0.878 -0.926
N 1.676 0.072 -1.548
N -2.212 1.413 1.449
N -1.057 -1.152 0.925
N -4.991 -0.361 -0.489
N -2.370 -0.952 0.807
C -0.990 -4.324 -5.576
C -3.648 -3.828 -2.602
C 2.822 0.048 -0.841
C -0.961 1.722 -2.309
C 5.084 -0.017 0.788
C -1.271 -1.720 -6.507
C 2.972 -0.076 -3.548
C 4.151 -0.062 -2.843
C -5.396 0.957 1.239
C -2.441 -4.498 -2.440
C -3.072 1.194 -2.030
C -0.395 2.257 2.270
C -4.793 -5.768 -1.787
C 5.238 -0.009 -0.580
C -6.293 -0.294 -0.319
C -1.196 -1.957 -5.148
C -4.826 -4.470 -2.274
C -2.086 -3.058 1.395
C -3.022 -2.090 1.082
C 1.756 -0.002 -2.860
C -2.197 1.744 -2.947
C 2.666 0.048 0.576
C -2.398 -5.790 -1.938
C 4.107 -0.007 -1.438
C -1.206 -2.778 -7.398
C -1.454 2.957 2.840
C -3.585 -6.424 -1.614
C -0.857 -2.416 1.276
C -1.055 -3.257 -4.688
C -6.611 0.534 0.765
C -1.068 -4.077 -6.934
C 3.812 0.002 1.357
C -2.587 2.395 2.287
B -2.923 0.456 0.471
H -5.182 1.578 2.079
H -4.121 0.991 -2.105
H -7.580 0.786 1.136
H -2.267 -4.078 1.670
H -4.088 -2.156 1.023
H -1.023 -4.896 -7.635
H -0.010 2.084 -2.659
H 0.136 -2.807 1.429
H -6.957 -0.832 -0.963
H -3.655 -2.814 -2.977
H 0.824 -0.012 -3.410
H -1.448 -6.291 -1.808
H 5.951 -0.035 1.428
H -3.568 -7.432 -1.227
H -1.385 -0.710 -6.870
H 2.968 -0.134 -4.625
H -5.768 -3.959 -2.397
H -2.418 2.110 -3.928
H 5.106 -0.103 -3.341
H 0.664 2.371 2.428
H -3.608 2.664 2.450
H -1.254 -1.140 -4.440
H -5.716 -6.268 -1.538
H -0.876 -5.331 -5.199
H -1.266 -2.586 -8.458
H -1.403 3.755 3.550
*
```

Here are the Mulliken charges for atoms 1 to 2, given in e: 0.0501, 0.0612